The following is a quantum chemistry calculation of C33H30CrF3N2O2PS as an isolated structure, from OMol25.

The geometry in XYZ format:
```
73
C33H30CrF3N2O2PS (wB97M-V/def2-TZVPD)
Cr 0.03 -0.05 0.68
C 3.09 -2.27 0.34
C 2.15 -2.48 1.34
C 1.67 -1.41 2.10
C 2.19 -0.12 1.89
C 3.14 0.07 0.88
C 3.57 -0.99 0.11
H 3.45 -3.10 -0.25
H 1.80 -3.48 1.56
H 1.08 -1.61 2.98
H 2.03 0.65 2.62
H 3.55 1.06 0.72
H 4.30 -0.82 -0.68
O -3.90 -0.10 -0.59
C -2.71 -0.35 -0.57
O -1.79 0.39 -0.05
C -2.19 -1.61 -1.29
P -0.63 -2.16 -0.48
C 0.18 -3.19 -1.76
C 0.09 -2.88 -3.12
C 0.75 -3.65 -4.07
C 1.52 -4.73 -3.68
C 1.64 -5.04 -2.33
C 0.98 -4.27 -1.38
C -1.34 -3.42 0.66
C -1.58 -3.04 1.98
C -2.16 -3.93 2.87
C -2.51 -5.20 2.46
C -2.30 -5.58 1.14
C -1.73 -4.69 0.24
H -2.00 -1.30 -2.32
H -2.94 -2.40 -1.30
H -0.48 -2.02 -3.45
H 0.65 -3.40 -5.12
H 2.04 -5.33 -4.42
H 2.24 -5.88 -2.02
H 1.07 -4.53 -0.34
H -1.31 -2.04 2.30
H -2.36 -3.62 3.89
H -2.95 -5.90 3.16
H -2.58 -6.57 0.81
H -1.60 -4.99 -0.79
F -1.15 8.53 4.70
C -0.13 7.72 5.05
F 1.01 8.41 4.80
F -0.19 7.57 6.39
C -0.16 6.41 4.33
C 0.86 5.50 4.57
C 0.88 4.29 3.91
C -0.13 3.97 2.98
C -1.16 4.89 2.78
C -1.18 6.10 3.44
C -0.07 2.74 2.26
C 0.00 1.69 1.65
H 1.65 5.74 5.29
H 1.66 3.57 4.09
H -1.96 4.64 2.09
H -1.98 6.81 3.28
C 1.44 1.31 -4.91
N 0.36 1.64 -4.01
C -0.74 2.49 -4.43
C -1.63 2.55 -3.17
N -0.95 1.65 -2.26
C 0.21 1.19 -2.75
S 1.28 0.20 -1.93
H 1.98 2.21 -5.22
H 1.05 0.81 -5.80
H 2.13 0.65 -4.40
H -1.26 2.05 -5.28
H -0.38 3.48 -4.72
H -2.65 2.22 -3.36
H -1.67 3.56 -2.75
H -1.28 1.40 -1.34
```

The electronic energy comes out at -3619.14228 Ha. The largest force on an atom comes out at 1.16 eV/A. The frontier orbital gap (alpha / beta) comes out at 0.2926 / 0.3119 hartree. Its spin multiplicity is 5.